This record from the OMol25 dataset describes 4 unconnected molecules or ions with the total composition C29H64BrFNO17P3S. The level of theory is the ωB97M-V functional and the def2-TZVPD basis.

Properties
energy = -178856.774 eV
SMILES string = NCCCCC[C@]1(CC=O)OS(=O)(=O)O[C@]1(Br)CCF.CCOP(=O)(OCC)OCC.CCOP(=O)(OCC)OCC.CCOP(=O)(OCC)OCC
HOMO energy = -9.20 eV

Atoms and positions in Å:
N 3.11 -4.92 5.34
C 3.19 -3.46 4.90
C 2.86 -2.39 6.13
C 1.67 -1.37 5.56
C 0.21 -2.10 5.91
C -1.02 -1.51 5.01
C -1.97 -2.69 4.31
C -1.22 -3.40 3.05
C -0.13 -4.56 3.44
O 0.89 -4.77 2.56
O -2.97 -1.82 3.60
S -4.40 -2.73 3.21
O -4.38 -3.13 1.70
O -5.77 -1.98 3.40
O -4.03 -3.99 4.35
C -2.95 -3.57 5.30
Br -2.15 -4.96 6.51
C -3.68 -2.57 6.43
C -4.57 -3.39 7.54
F -5.40 -4.49 6.96
H 3.94 -5.11 5.94
H 2.21 -5.11 5.85
H 2.40 -3.25 4.05
H 4.25 -3.20 4.42
H 3.84 -1.76 6.28
H 2.52 -2.94 7.12
H 1.74 -0.30 6.08
H 1.77 -1.17 4.39
H 0.37 -3.26 5.85
H -0.05 -1.87 7.05
H -0.56 -0.86 4.14
H -1.67 -0.77 5.67
H -0.60 -2.54 2.50
H -1.93 -3.85 2.23
H -0.15 -5.26 4.37
H -2.87 -1.95 7.05
H -4.38 -1.77 5.94
H -3.95 -3.74 8.48
H -5.35 -2.60 7.97
C 0.17 2.16 -2.76
C -1.08 1.31 -2.71
O -1.45 0.99 -1.39
P -2.02 2.21 -0.41
O -3.37 2.35 -1.15
O -2.60 1.24 0.81
C -3.97 1.27 1.17
C -4.75 0.18 0.43
O -0.51 2.05 0.42
C 0.16 3.27 0.69
C -0.72 4.29 1.39
H -0.03 3.17 -2.39
H 0.55 2.25 -3.78
H 0.96 1.73 -2.13
H -1.91 1.81 -3.23
H -0.90 0.36 -3.23
H -4.40 2.26 1.00
H -4.03 1.08 2.25
H -4.58 0.23 -0.65
H -5.82 0.27 0.63
H -4.41 -0.81 0.76
H 0.56 3.68 -0.24
H 1.01 3.03 1.34
H -1.52 4.63 0.73
H -0.14 5.16 1.69
H -1.19 3.85 2.27
C -5.00 5.00 -9.22
C -5.36 4.51 -7.83
O -4.22 4.42 -6.99
P -3.48 5.81 -6.50
O -4.61 6.23 -5.54
O -2.51 5.13 -5.34
C -2.60 5.55 -3.98
C -3.55 4.64 -3.21
O -2.21 5.35 -7.59
C -1.73 6.37 -8.45
C -1.35 7.63 -7.70
H -4.72 6.06 -9.19
H -5.85 4.90 -9.89
H -4.15 4.44 -9.62
H -6.11 5.16 -7.37
H -5.79 3.51 -7.90
H -2.90 6.60 -3.91
H -1.60 5.47 -3.55
H -4.52 4.55 -3.70
H -3.70 5.02 -2.20
H -3.14 3.63 -3.15
H -2.49 6.58 -9.21
H -0.85 5.97 -8.96
H -2.24 8.11 -7.27
H -0.88 8.35 -8.38
H -0.67 7.41 -6.88
C 8.23 -3.20 -3.15
C 6.97 -4.05 -3.10
O 6.60 -4.37 -1.77
P 6.03 -3.15 -0.80
O 4.68 -3.01 -1.54
O 5.45 -4.12 0.42
C 4.08 -4.09 0.78
C 3.31 -5.17 0.05
O 7.54 -3.31 0.03
C 8.22 -2.09 0.31
C 7.33 -1.07 1.00
H 8.02 -2.19 -2.78
H 8.60 -3.11 -4.17
H 9.01 -3.63 -2.52
H 6.14 -3.55 -3.62
H 7.16 -5.00 -3.62
H 3.65 -3.10 0.61
H 4.02 -4.28 1.86
H 3.47 -5.13 -1.04
H 2.24 -5.09 0.24
H 3.64 -6.17 0.37
H 8.62 -1.68 -0.62
H 9.07 -2.33 0.95
H 6.53 -0.73 0.34
H 7.92 -0.20 1.30
H 6.86 -1.51 1.89

---

This record from the OMol25 dataset describes 6 unconnected molecules or ions with the total composition C29H64F9N5O9S3. The level of theory is the ωB97M-V functional and the def2-TZVPD basis.

Properties
energy = -113935.685 eV
total charge = +2
HOMO energy = -11.96 eV

Atoms and positions in Å:
C 1.60 -0.02 -0.93
F 1.13 -0.09 -2.17
F 2.92 -0.19 -0.93
F 1.36 1.19 -0.48
S 0.77 -1.32 0.18
O 1.11 -2.59 -0.48
O 1.46 -1.13 1.45
O -0.64 -0.98 0.18
C 4.19 -2.53 2.30
N 4.29 -4.03 2.12
C 4.96 -4.69 3.28
C 2.85 -4.53 2.04
C 4.95 -4.56 0.87
C 6.48 -4.38 0.86
O 6.85 -3.05 1.24
H 3.38 -2.35 2.99
H 4.09 -2.30 1.24
H 5.12 -2.14 2.68
H 4.92 -5.77 3.19
H 4.41 -4.41 4.18
H 6.00 -4.38 3.42
H 2.40 -4.02 1.19
H 2.36 -4.20 2.95
H 2.80 -5.61 1.95
H 4.66 -3.97 0.00
H 4.73 -5.63 0.86
H 6.88 -4.58 -0.13
H 6.98 -5.07 1.53
H 6.77 -2.53 0.43
C -0.95 -4.95 -0.55
N -2.25 -4.64 -1.25
C -2.34 -3.13 -1.47
C -2.34 -5.48 -2.49
C -3.36 -5.07 -0.33
C -4.75 -4.62 -0.76
O -5.12 -3.42 -0.11
H -0.09 -4.63 -1.14
H -0.97 -6.00 -0.32
H -0.93 -4.27 0.30
H -1.33 -2.88 -1.81
H -2.44 -2.74 -0.46
H -3.18 -2.89 -2.11
H -2.22 -6.52 -2.19
H -1.49 -5.15 -3.09
H -3.27 -5.37 -3.04
H -3.20 -4.75 0.70
H -3.30 -6.14 -0.16
H -5.45 -5.41 -0.49
H -4.87 -4.51 -1.85
H -6.02 -3.21 -0.38
C 2.69 -0.47 6.22
C 2.51 0.72 5.25
C 1.25 0.63 4.43
N 1.05 1.84 3.52
C 2.13 1.97 2.47
C 0.92 3.16 4.27
C -0.49 3.12 4.89
C -1.29 2.14 4.03
C -0.36 1.70 2.90
H 3.58 -0.46 6.85
H 2.77 -1.38 5.62
H 1.81 -0.57 6.85
H 3.38 0.79 4.60
H 2.64 1.64 5.83
H 0.32 0.47 4.96
H 1.35 -0.18 3.70
H 2.95 2.29 3.11
H 1.84 2.73 1.75
H 2.40 1.01 2.04
H 1.03 3.95 3.53
H 1.63 3.12 5.08
H -0.97 4.10 4.84
H -0.51 2.98 5.97
H -2.12 2.71 3.62
H -1.73 1.30 4.57
H -0.36 2.39 2.06
H -0.50 0.70 2.48
C -4.52 4.53 -6.52
C -4.32 3.13 -5.92
C -3.04 3.01 -5.11
N -3.00 1.81 -4.20
C -3.23 0.58 -5.03
C -4.06 1.81 -3.07
C -3.36 1.15 -1.86
C -1.92 0.91 -2.25
C -1.65 1.75 -3.46
H -4.61 5.26 -5.71
H -5.53 4.52 -6.91
H -3.78 4.84 -7.25
H -4.40 2.42 -6.75
H -5.24 2.93 -5.36
H -2.89 3.86 -4.44
H -2.18 2.99 -5.78
H -3.11 -0.28 -4.38
H -2.53 0.60 -5.86
H -4.25 0.59 -5.40
H -4.99 1.40 -3.46
H -4.18 2.88 -2.92
H -3.93 0.27 -1.55
H -3.42 1.85 -1.03
H -1.81 -0.17 -2.36
H -1.23 1.20 -1.46
H -0.88 1.48 -4.18
H -1.52 2.80 -3.20
C -0.14 7.59 0.80
F 0.20 8.19 1.92
F -1.37 7.12 0.93
F -0.11 8.46 -0.20
S 1.15 6.28 0.48
O 2.43 6.90 0.63
O 0.86 5.25 1.47
N 0.74 5.93 -1.11
S 1.16 4.43 -1.38
O 2.54 4.06 -1.13
O 0.15 3.47 -0.94
C 1.05 4.39 -3.28
F -0.17 4.69 -3.71
F 1.93 5.20 -3.82
F 1.35 3.15 -3.66